<1>
Here is an isolated molecule of C5H11NO2 from the Open Molecules 2025 dataset. Energies are from ωB97M-V/def2-TZVPD.

```
! wB97M-V def2-TZVPD RIJCOSX def2/J DEFGRID3
* xyz 0 1
C -0.65602 1.22756 1.42354
C 0.02980 0.34517 0.42005
C 0.98443 -0.55803 0.74663
N 1.45546 -0.81620 2.01244
C -0.52543 0.33347 -0.93697
C 0.37362 0.86817 -2.03649
O -0.55524 -1.23774 -1.26879
O -1.61120 -2.11952 -0.88182
H -0.87903 2.19813 0.98080
H -1.58886 0.76580 1.75581
H -0.03577 1.42573 2.29631
H 1.49197 -1.11596 -0.02641
H 1.84616 -1.73392 2.15497
H 0.88258 -0.48935 2.77560
H -1.52499 0.77868 -0.97763
H 1.33866 0.36852 -2.01093
H 0.52361 1.94005 -1.91592
H -0.08035 0.66325 -3.00436
H -1.46939 -2.84381 -1.50682
*
```

## Properties
Frontier orbital gap (eV): 8.536
HOMO (eV): -7.57
Structure (SMILES): C/C(=C\N)[C@@H](C)OO

Atomic partial charges in e from the natural (NBO) method, atoms 1 to 2: -0.635, -0.184



<2>
Here is an isolated molecule of C5H11NO2 from the Open Molecules 2025 dataset. Energies are from ωB97M-V/def2-TZVPD.

```
! wB97M-V def2-TZVPD RIJCOSX def2/J DEFGRID3
* xyz 0 1
C -2.32483 0.13201 1.00008
C -0.95751 0.53418 0.53622
N -0.89929 1.77042 -0.10781
C 0.15751 -0.16979 0.87157
C 1.55892 0.22441 0.61328
C 1.44078 -0.96985 -0.67938
O 0.38700 -1.53569 -1.40628
O 2.34585 -0.40184 -1.58718
H -3.02967 0.06555 0.16598
H -2.30112 -0.83093 1.50544
H -2.72353 0.87182 1.70058
H -0.09623 1.89649 -0.70584
H -1.75883 2.06194 -0.54933
H 0.01696 -1.06508 1.46155
H 2.30445 -0.17387 1.29244
H 1.71789 1.20972 0.18817
H 1.88358 -1.83643 -0.17859
H -0.13775 -0.80221 -1.76453
H 2.41582 -0.98083 -2.35638
*
```

## Properties
Frontier orbital gap (eV): 8.011
HOMO (eV): -7.27
Structure (SMILES): C/C(N)=C/CC(O)O

Atomic partial charges in e from the natural (NBO) method, atoms 1 to 2: -0.634, 0.131



Of them, <2> has the highest stability.



<1>
Here is an isolated molecule of CH2N2O2 from the Open Molecules 2025 dataset. Energies are from ωB97M-V/def2-TZVPD.

```
! wB97M-V def2-TZVPD RIJCOSX def2/J DEFGRID3
* xyz 0 1
H -1.92539 -1.09816 0.02698
N -0.94654 -1.37406 0.07704
N -0.18526 -0.44229 0.06588
O 1.25188 -0.99895 0.14780
C 2.14888 -0.01846 0.07298
O 3.31632 -0.22029 -0.01516
H 1.68332 0.98733 0.10988
*
```

## Properties
Frontier orbital gap (eV): 10.628
HOMO (eV): -10.59
Structure (SMILES): [H]/N=N/OC=O

Atomic partial charges in e from the natural (NBO) method, atoms 1 to 2: 0.368, -0.301



<2>
Here is an isolated molecule of CH2N2O2 from the Open Molecules 2025 dataset. Energies are from ωB97M-V/def2-TZVPD.

```
! wB97M-V def2-TZVPD RIJCOSX def2/J DEFGRID3
* xyz 0 1
O -1.27685 0.68754 1.27707
C -0.45782 0.29761 0.44792
N -0.34445 0.31583 -0.99157
O 0.92548 -0.42845 -0.86949
N 0.67584 -0.43040 0.55799
H -0.27600 1.00820 -1.64857
H 0.75380 -1.45033 1.22665
*
```

## Properties
Frontier orbital gap (eV): 10.231
HOMO (eV): -9.72
Structure (SMILES): O=c1[nH]o[nH]1

Atomic partial charges in e from the natural (NBO) method, atoms 1 to 2: -0.581, 0.708



<3>
Here is an isolated molecule of CH2N2O2 from the Open Molecules 2025 dataset. Energies are from ωB97M-V/def2-TZVPD.

```
! wB97M-V def2-TZVPD RIJCOSX def2/J DEFGRID3
* xyz 0 1
O 1.28626 -1.11884 0.20882
N 0.28942 -1.21268 -0.37506
C -0.65801 0.06183 -0.07655
N 0.20529 1.08366 -0.39324
O 1.25446 1.25865 0.24638
H -0.78464 -0.10558 0.93683
H -1.59279 0.03296 -0.54718
*
```

## Properties
Frontier orbital gap (spin up / spin down) (eV): 7.743 / 7.783
HOMO (spin up / spin down) (eV): -8.86 / -8.89
Structure (SMILES): O=NCN=O

Atomic partial charges in e from the natural (NBO) method, atoms 1 to 2: -0.162, 0.242



<4>
Here is a cluster of 2 separate species, CH2N2O2 in total from the Open Molecules 2025 dataset. Energies are from ωB97M-V/def2-TZVPD.

```
! wB97M-V def2-TZVPD RIJCOSX def2/J DEFGRID3
* xyz 0 1
C 1.25828 0.10400 -0.04912
N 0.00028 0.28642 0.07374
N -1.15476 0.38102 -0.06408
O -2.13780 1.01329 -0.01701
O -1.46305 -1.70024 0.30206
H 1.79904 0.18702 -1.11397
H 1.69800 -0.27151 0.86838
*
```

## Properties
Frontier orbital gap (spin up / spin down) (eV): 7.383 / 8.193
HOMO (spin up / spin down) (eV): -9.18 / -9.01

Atomic partial charges in e from the natural (NBO) method, atoms 1 to 2: -0.205, -0.069



Of them, <1> has the highest stability.



<1>
Here is an isolated molecule of CH2N2O2 from the Open Molecules 2025 dataset. Energies are from ωB97M-V/def2-TZVPD.

```
! wB97M-V def2-TZVPD RIJCOSX def2/J DEFGRID3
* xyz 0 1
C 1.30919 0.26088 -0.23982
N 0.22224 0.85353 0.08953
N -0.51108 -0.10145 0.75564
O 2.17907 -0.50998 -0.16091
O -1.48183 -0.61558 -0.13303
H -0.18669 1.67340 -0.36406
H -1.53089 -1.56080 0.05265
*
```

## Properties
Frontier orbital gap (spin up / spin down) (eV): 8.082 / 7.527
HOMO (spin up / spin down) (eV): -8.11 / -7.69

Atomic partial charges in e from the natural (NBO) method, atoms 1 to 2: 0.806, -0.471



<2>
Here is a cluster of 2 separate species, CH2N2O2 in total from the Open Molecules 2025 dataset. Energies are from ωB97M-V/def2-TZVPD.

```
! wB97M-V def2-TZVPD RIJCOSX def2/J DEFGRID3
* xyz 0 1
C 1.27009 -0.91250 0.10115
N -1.02339 0.34534 0.18387
N -0.18827 1.16912 0.08333
O 0.15795 -1.23239 0.02757
O -2.16781 0.08947 0.01699
H 2.17712 -1.51623 -0.15987
H -0.22570 2.05719 -0.25304
*
```

## Properties
Frontier orbital gap (spin up / spin down) (eV): 8.281 / 8.381
HOMO (spin up / spin down) (eV): -8.14 / -8.33

Atomic partial charges in e from the natural (NBO) method, atoms 1 to 2: 0.328, 0.431



Of them, <1> has the highest stability.



<1>
Here is an isolated molecule of C2H3N3O from the Open Molecules 2025 dataset. Energies are from ωB97M-V/def2-TZVPD.

```
! wB97M-V def2-TZVPD RIJCOSX def2/J DEFGRID3
* xyz 0 1
C 0.95122 -0.76516 -0.02995
C -0.37860 -0.35874 0.09225
N 1.98654 -0.03251 0.02740
N 2.98657 0.47239 -0.04022
N -0.73770 0.84213 0.02613
O -2.21139 0.95446 -0.09870
H 0.97726 -1.80231 -0.43857
H -1.23259 -1.01031 0.01898
H -2.34131 1.70005 0.44268
*
```

## Properties
Frontier orbital gap (eV): 8.812
HOMO (eV): -8.63

Atomic partial charges in e from the natural (NBO) method, atoms 1 to 2: -0.314, 0.008



<2>
Here is an isolated molecule of C2H3N3O from the Open Molecules 2025 dataset. Energies are from ωB97M-V/def2-TZVPD.

```
! wB97M-V def2-TZVPD RIJCOSX def2/J DEFGRID3
* xyz 0 1
C 0.89395 0.97653 -0.14950
C -0.14503 -0.08364 0.06441
N -0.17383 -1.29915 -0.67017
N -1.15198 -1.96779 -0.25031
O -1.81371 -1.37118 0.68898
N -1.05709 0.06321 0.93569
H 1.86416 0.52206 0.06152
H 0.81469 1.31071 -1.18616
H 0.76885 1.84925 0.50555
*
```

## Properties
Frontier orbital gap (eV): 11.977
HOMO (eV): -11.71
Structure (SMILES): Cc1nnon1

Atomic partial charges in e from the natural (NBO) method, atoms 1 to 2: -0.651, 0.275



Of them, <2> has the highest stability.



<1>
Here is an isolated molecule of C2H3N3O from the Open Molecules 2025 dataset. Energies are from ωB97M-V/def2-TZVPD.

```
! wB97M-V def2-TZVPD RIJCOSX def2/J DEFGRID3
* xyz 0 1
N 0.18700 0.71940 1.50723
C -0.04019 0.24833 0.23906
N -1.14018 0.44339 -0.43891
O -1.13937 -0.28132 -1.54120
N 0.24361 -0.93938 -1.55545
C 0.89969 -0.58153 -0.47308
H -0.40568 1.48312 1.79052
H 1.17011 0.84073 1.71043
H 0.22501 -1.93274 -1.23859
*
```

## Properties
Frontier orbital gap (eV): 9.189
HOMO (eV): -9.32

Atomic partial charges in e from the natural (NBO) method, atoms 1 to 2: -0.795, 0.166



<2>
Here is an isolated molecule of C2H3N3O from the Open Molecules 2025 dataset. Energies are from ωB97M-V/def2-TZVPD.

```
! wB97M-V def2-TZVPD RIJCOSX def2/J DEFGRID3
* xyz 0 1
O -1.71833 -0.34283 -0.03629
C -0.40917 -0.00579 -0.00996
N 0.56459 -0.70972 -0.36129
C 1.64710 -1.14369 -0.83683
N 0.39456 2.22495 -0.03913
N -0.19974 1.33489 0.53726
H -1.84899 -1.06361 -0.66768
H 2.18087 -1.73861 -0.07291
H -0.61090 1.44441 1.48682
*
```

## Properties
Frontier orbital gap (eV): 8.628
HOMO (eV): -8.31

Atomic partial charges in e from the natural (NBO) method, atoms 1 to 2: -0.663, 0.544



<3>
Here is an isolated molecule of C2H3N3O from the Open Molecules 2025 dataset. Energies are from ωB97M-V/def2-TZVPD.

```
! wB97M-V def2-TZVPD RIJCOSX def2/J DEFGRID3
* xyz 0 1
O -1.75581 1.34989 -0.17256
C -0.68565 0.74233 -0.10155
N 0.58900 0.99578 0.11309
C 1.26163 -1.02719 -0.00383
N 0.18983 -1.57142 -0.11356
N -0.99250 -0.65598 -0.35249
H 0.75463 2.00666 0.22584
H 2.33818 -0.94126 0.05999
H -1.69931 -0.89880 0.34507
*
```

## Properties
Frontier orbital gap (eV): 8.916
HOMO (eV): -9.55

Atomic partial charges in e from the natural (NBO) method, atoms 1 to 2: -0.660, 0.689



<4>
Here is an isolated molecule of C2H3N3O from the Open Molecules 2025 dataset. Energies are from ωB97M-V/def2-TZVPD.

```
! wB97M-V def2-TZVPD RIJCOSX def2/J DEFGRID3
* xyz 0 1
C 1.20196 -0.39260 -0.10720
N 0.34486 -1.31248 -0.10682
N -0.97036 -0.88982 0.25323
C -1.17721 0.42387 -0.06525
N -0.32064 1.39611 -0.07952
O 1.01042 0.86130 0.16039
H 2.32413 -0.74569 -0.14494
H -1.72829 -1.39642 -0.22703
H -2.20469 0.70740 -0.34458
*
```

## Properties
Frontier orbital gap (eV): 9.739
HOMO (eV): -8.98
Structure (SMILES): C1=NNC=NO1

Atomic partial charges in e from the natural (NBO) method, atoms 1 to 2: 0.365, -0.343



Of them, <4> has the highest stability.



<1>
Here is an isolated molecule of C2H3N3O from the Open Molecules 2025 dataset. Energies are from ωB97M-V/def2-TZVPD.

```
! wB97M-V def2-TZVPD RIJCOSX def2/J DEFGRID3
* xyz 0 1
C -1.08702 0.65904 -0.33823
C 0.23287 -0.03461 -0.00825
N 0.57308 -0.37888 1.26515
N 1.60824 -1.15289 1.13641
O 1.93415 -1.25010 -0.12582
N 1.13196 -0.46070 -0.84315
H -1.65188 0.26365 -1.19832
H -0.87381 1.80970 -0.45612
H -1.86759 0.54480 0.56833
*
```

## Properties
Frontier orbital gap (eV): 11.953
HOMO (eV): -11.58
Structure (SMILES): Cc1nnon1

Atomic partial charges in e from the natural (NBO) method, atoms 1 to 2: -0.669, 0.262



<2>
Here is an isolated molecule of C2H3N3O from the Open Molecules 2025 dataset. Energies are from ωB97M-V/def2-TZVPD.

```
! wB97M-V def2-TZVPD RIJCOSX def2/J DEFGRID3
* xyz 0 1
O -0.00979 1.93210 -0.84599
C 0.19606 0.55778 -0.66082
N 0.60171 0.56415 0.62089
C 0.12531 -0.52743 1.10027
N -0.39358 -1.29050 0.12127
N -0.33360 -0.61457 -1.08346
H 0.31932 2.31806 -1.64778
H 0.04637 -0.65511 2.16304
H -0.55179 -2.28448 0.23258
*
```

## Properties
Frontier orbital gap (eV): 10.628
HOMO (eV): -9.69
Structure (SMILES): Oc1nc[nH]n1

Atomic partial charges in e from the natural (NBO) method, atoms 1 to 2: -0.664, 0.541



Of them, <2> has the highest stability.